1.
DFT (ωB97M-V/def2-TZVPD) results for a structure of composition C37H35BrCrN3OS2Te in a non-equilibrium geometry.

The multiplicity is 2. Its expectation value of S² is 1.2099. The calculation puts the HOMO energy (alpha / beta) at -0.24286 / -0.24301 Ha. For the frontier orbital gap (alpha / beta), the calculation gives 0.221 / 0.224 Eh. Its energy is -172882.0621 eV.

Geometry (Å):
Cr 2.370299 -0.026672 -1.383590
S 2.859625 0.657176 0.903187
C 2.752799 2.096385 -0.005074
N 2.425939 1.983921 -1.277024
C 2.335875 3.205786 -1.919837
C 1.937710 3.415202 -3.237988
C 1.889649 4.710479 -3.716834
C 2.223528 5.793012 -2.899185
C 2.595546 5.595699 -1.581136
C 2.641926 4.294937 -1.096807
S 3.020816 3.735515 0.514873
H 1.656808 2.570971 -3.857056
H 1.579173 4.889743 -4.737857
H 2.173971 6.798918 -3.294018
H 2.838401 6.434911 -0.942753
Br 4.501172 1.218466 -3.828726
C 5.328637 0.230355 -2.465501
C 6.713128 0.219837 -2.385114
C 7.299805 -0.558370 -1.406678
C 6.494206 -1.296246 -0.551588
C 5.127341 -1.198811 -0.692059
N 4.540748 -0.442560 -1.634839
H 7.296857 0.806213 -3.078235
H 8.377301 -0.590035 -1.313676
H 6.911281 -1.921421 0.223824
H 4.455362 -1.720825 -0.025109
C -5.486425 2.580376 4.618129
C -4.405219 1.909919 3.814714
C -3.078344 2.301985 3.922557
C -2.070002 1.679811 3.193403
C -0.654173 2.168498 3.351067
C -2.399722 0.624678 2.330392
Te -0.844125 -0.356798 1.274640
N 0.596206 -0.250158 -1.431515
C -0.401786 -0.093537 -2.313776
O -1.586999 0.106355 -2.089162
C 0.074938 -0.170242 -3.757728
C 1.363648 -0.558789 -4.099509
C 1.785288 -0.590445 -5.419105
C 0.893945 -0.231078 -6.420129
C -0.399515 0.156257 -6.091663
C -0.810451 0.186249 -4.768171
C -1.400308 -2.312157 1.887956
C -1.540762 -2.630248 3.244064
C -1.290587 -1.641107 4.348377
C -1.916963 -3.927719 3.592882
C -2.128783 -4.913219 2.644131
C -2.517059 -6.310680 3.043949
C -1.957348 -4.581321 1.305435
C -1.601362 -3.299187 0.907018
C -1.455447 -3.006518 -0.561099
C -3.738575 0.247649 2.166166
C -4.192068 -0.826278 1.215246
C -4.712409 0.888633 2.927626
H -5.073090 3.343403 5.277180
H -6.023460 1.857452 5.234888
H -6.219553 3.059783 3.966610
H -2.816809 3.111532 4.596368
H -0.600932 2.946984 4.112446
H -0.268003 2.586603 2.417703
H 0.020551 1.356644 3.628294
H 2.032481 -0.899685 -3.301954
H 2.794953 -0.894176 -5.663036
H 1.204093 -0.258452 -7.456930
H -1.091505 0.435286 -6.876283
H -1.810221 0.488320 -4.486816
H -0.413051 -1.029456 4.132006
H -1.129912 -2.161848 5.292820
H -2.132775 -0.957786 4.475118
H -2.034423 -4.170243 4.644329
H -2.657675 -6.387748 4.121729
H -1.749340 -7.030447 2.752836
H -3.446974 -6.614994 2.560086
H -2.113406 -5.340459 0.545157
H -1.739379 -3.876289 -1.154144
H -0.427801 -2.738577 -0.816318
H -2.071394 -2.158441 -0.865154
H -3.440432 -1.049142 0.461246
H -5.098754 -0.505671 0.699886
H -4.418078 -1.752709 1.749329
H -5.748610 0.586635 2.805536

Cartesian forces, eV/Å:
-0.72 0.13 0.44
0.00 0.02 -0.03
0.05 0.07 -0.07
0.34 0.25 0.04
-0.14 0.02 0.01
0.00 -0.04 -0.01
0.00 0.00 0.00
-0.01 0.00 0.01
0.01 0.02 0.02
0.01 -0.02 0.00
0.00 0.01 -0.03
0.00 0.00 0.01
0.00 0.00 0.00
0.01 0.00 0.00
-0.01 0.00 0.00
0.05 0.05 -0.07
0.14 -0.13 0.05
-0.03 0.00 -0.04
0.04 -0.01 0.02
-0.04 -0.01 -0.01
-0.03 -0.02 0.03
-0.25 0.11 -0.12
0.00 -0.01 0.00
0.00 0.00 0.00
0.00 0.00 0.00
0.00 0.00 0.01
-0.01 0.01 0.01
-0.01 -0.04 -0.02
0.02 -0.01 -0.01
0.01 -0.01 -0.02
0.01 0.02 0.02
-0.01 0.10 0.00
-0.12 -0.07 0.28
0.84 -0.57 -0.21
-0.24 0.22 -0.18
0.08 0.00 0.00
-0.06 -0.09 -0.14
-0.10 0.12 0.23
0.00 0.03 0.01
0.02 -0.01 -0.02
-0.03 0.02 -0.03
0.05 0.01 0.01
0.06 -0.08 -0.04
0.03 -0.02 -0.05
-0.01 0.00 0.03
0.00 0.02 0.01
0.00 -0.01 0.00
-0.02 -0.02 0.01
-0.01 0.02 -0.02
-0.05 0.05 0.07
0.01 -0.02 -0.02
0.01 -0.02 0.08
-0.03 -0.03 -0.04
-0.01 0.06 -0.01
0.00 0.00 0.00
0.00 0.00 0.00
0.00 0.00 0.00
0.00 0.00 -0.01
0.00 -0.01 -0.01
-0.01 -0.01 -0.01
0.00 0.00 0.01
0.14 -0.15 -0.20
-0.01 -0.02 -0.01
0.01 0.00 0.01
0.00 0.00 0.00
-0.01 -0.01 0.00
0.00 0.00 -0.01
-0.01 0.01 0.00
0.00 0.00 -0.01
0.01 0.00 0.00
0.00 0.00 0.00
0.00 0.01 0.00
0.00 0.01 0.00
0.00 0.00 0.00
0.01 0.00 0.00
0.01 0.00 0.00
0.00 0.01 -0.01
-0.01 0.05 -0.01
-0.03 -0.02 0.04
0.05 -0.01 -0.01
0.00 0.00 0.00


2.
DFT (ωB97M-V/def2-TZVPD) results for a structure of composition C28H22AsF6N3O6S3Ta in a non-equilibrium geometry.

The multiplicity is 2. Its expectation value of S² is 0.7824. The calculation puts the HOMO energy (alpha / beta) at -0.50114 / -0.51093 Ha. For the frontier orbital gap (alpha / beta), the calculation gives 0.271 / 0.234 Eh. As for the net charge: +2. Its energy is -157337.3665 eV.

Geometry (Å):
Ta -2.701524 -0.044943 -1.585965
N -3.624050 0.815945 0.165303
C -4.467086 0.484697 1.178757
C -5.306515 1.402798 1.896884
C -6.244389 0.982391 2.779620
C -6.531119 -0.341735 2.867084
C -5.755447 -1.281671 2.100418
C -4.671342 -0.877507 1.436670
C -3.624538 -1.906279 0.984223
C -3.537308 -3.047388 1.736897
C -2.725890 -4.127546 1.341464
C -1.874194 -4.044005 0.245735
C -1.915402 -2.820263 -0.476197
C -2.860446 -1.800055 -0.203547
H -3.607064 1.855850 0.056805
H 2.351111 -2.041744 3.348396
H -5.231161 2.445741 1.602342
H -6.927308 1.659077 3.218292
H -7.332621 -0.716709 3.523781
H -6.018777 -2.302341 2.327297
H -4.129728 -3.222866 2.655506
H -2.686762 -4.974528 1.978276
H -1.163805 -4.860134 0.040798
H -1.263743 -2.695728 -1.313235
O 1.132517 -0.471884 -0.513773
S 0.030889 0.083628 -1.206731
O -0.799850 -0.741050 -2.105467
O -1.089524 0.480707 -0.262475
C 0.563649 1.495389 -2.059361
C 1.937757 1.771530 -1.854843
C 2.565594 2.920151 -2.365750
C 1.772576 3.726839 -3.177939
C 0.430457 3.468350 -3.362091
C -0.215687 2.423968 -2.799486
S -1.950724 2.273238 -3.046762
O -2.100710 0.828784 -3.579166
O -2.518182 3.390542 -3.658719
O -2.565632 2.092636 -1.694502
H 2.472696 1.046536 -1.245792
H 3.652046 2.999017 -2.215948
H 2.183345 4.561869 -3.728355
H -0.121575 4.090874 -4.007608
S 5.223799 1.987139 0.846140
C 4.448804 0.566133 1.458494
C 4.920230 -0.682214 1.794644
C 4.184631 -1.572475 2.543065
N 2.889048 -1.314446 2.799098
C 2.364648 -0.132015 2.403824
C 3.102405 0.810669 1.784375
C 6.823573 1.215358 0.825714
C 7.258123 0.229615 -0.032981
C 8.379325 -0.466930 0.387209
N 9.166966 -0.087321 1.364219
C 8.735941 0.910025 2.168977
C 7.546738 1.567317 1.969288
H 5.898060 -0.995369 1.800076
H 4.599247 -2.538461 2.919710
H 1.275355 -0.020251 2.566844
H 2.662101 1.740771 1.502120
H 6.656340 -0.042913 -0.908158
H 8.718391 -1.412380 -0.101271
H 9.310079 1.126200 3.068483
H 7.298410 2.373089 2.604224
F -3.266786 -1.462620 -3.123756
As -5.140829 -1.256876 -3.369308
F -5.137953 -2.549900 -4.415300
F -4.800350 0.002823 -4.461397
F -6.746394 -0.739619 -3.324366
F -4.622710 0.073642 -2.018748
F -5.277749 -2.311173 -2.072068

Cartesian forces, eV/Å:
0.48 -0.52 1.46
-1.18 1.88 1.45
0.38 0.33 -1.32
1.23 1.08 -1.27
-0.37 0.79 -0.50
0.08 -2.51 -0.36
-2.10 0.33 2.84
2.42 -2.34 -1.37
-1.38 1.03 -0.63
0.09 -1.80 0.58
0.34 1.00 -0.13
-0.26 1.20 0.25
-0.96 -0.87 0.36
0.94 0.45 -0.18
0.08 -1.02 0.16
0.57 1.49 -0.99
0.03 0.04 0.31
-0.24 0.88 0.62
0.44 0.26 -0.49
0.30 -0.29 -0.55
0.42 0.46 -0.66
-0.10 -0.77 0.37
-0.46 0.60 -0.16
0.26 -0.24 -0.32
0.19 -0.65 -0.36
-0.64 0.74 2.26
0.28 -1.24 -1.49
0.47 0.56 -0.41
1.41 1.13 -0.01
-0.80 -0.05 0.14
-0.62 -0.98 -0.44
1.34 0.10 0.18
0.08 0.44 -0.27
0.25 -1.40 0.86
-0.19 -2.67 -0.26
-0.34 2.24 0.80
0.14 0.77 -1.50
-0.15 -0.66 1.04
0.12 0.29 -0.28
-0.69 0.44 -0.15
0.17 0.07 0.17
-0.61 0.86 -0.58
0.34 -1.15 -0.89
-1.52 1.25 0.36
-0.48 -0.76 1.50
-0.56 -0.67 -0.16
0.02 -1.16 0.80
-2.16 -0.59 0.46
0.21 -0.42 -0.29
0.45 1.26 0.88
-1.16 0.03 -0.07
1.08 -1.16 -1.35
-0.31 0.42 1.75
0.61 -0.73 -0.10
0.84 -0.77 -1.30
2.36 -0.12 -0.83
-0.39 1.06 -0.40
0.90 0.05 0.06
-0.40 0.43 0.00
0.40 -0.07 0.38
-0.42 1.02 -0.01
0.27 0.01 -0.40
-0.64 0.57 0.63
0.00 0.46 0.45
-0.39 0.10 -1.04
-0.06 0.10 -0.81
0.45 -0.52 0.21
0.18 -0.33 0.35
-0.91 0.12 -0.25
-0.15 0.11 0.93